Entry 1:
Density functional theory data (ωB97M-V with the def2-TZVPD basis set) for C42H40ClN4O4P2PdS3 as an isolated structure in a non-equilibrium geometry.

ORCA input file:
```
! wB97M-V def2-TZVPD RIJCOSX def2/J DEFGRID3
* xyz 1 1
Pd 0.002 -0.492 -0.463
O -1.842 2.448 4.506
C -2.863 1.881 3.906
O -3.996 2.075 4.268
C -2.583 0.990 2.717
C -3.581 0.343 2.024
Cl -5.208 0.259 2.487
N -3.043 -0.300 0.949
N -1.701 -0.078 0.938
C -1.409 0.688 1.988
C 0.048 1.055 2.234
O 0.360 1.592 3.322
O 0.845 0.745 1.324
C -3.691 -1.043 -0.135
C -2.944 -1.890 -0.947
C -3.541 -2.583 -1.987
C -4.895 -2.451 -2.241
C -5.642 -1.603 -1.443
C -5.053 -0.903 -0.398
H -0.957 2.144 4.126
H -1.921 -2.061 -0.762
H -2.937 -3.247 -2.595
H -5.363 -3.009 -3.043
H -6.703 -1.474 -1.629
H -5.663 -0.246 0.188
C 3.683 5.596 -3.350
S 4.072 4.299 -4.553
C 2.404 3.754 -5.040
C 1.963 2.459 -4.359
C 1.861 2.641 -2.845
N 1.217 1.538 -2.085
P 1.964 0.098 -1.601
C 2.830 -0.538 -3.041
C 2.115 -1.330 -3.942
C 2.721 -1.773 -5.106
C 4.042 -1.428 -5.368
C 4.758 -0.648 -4.467
C 4.160 -0.206 -3.295
C 3.298 0.481 -0.455
C 3.477 1.722 0.135
C 4.472 1.900 1.084
C 5.282 0.835 1.458
C 5.106 -0.416 0.873
C 4.110 -0.595 -0.078
P -0.450 1.378 -1.799
C -1.218 1.760 -3.378
C -1.415 0.720 -4.289
C -1.932 0.990 -5.546
C -2.256 2.297 -5.890
C -2.077 3.330 -4.976
C -1.567 3.066 -3.712
C -1.029 2.653 -0.669
C -2.413 2.671 -0.443
C -2.947 3.499 0.531
C -2.104 4.311 1.286
C -0.734 4.292 1.063
C -0.194 3.459 0.089
H 4.620 6.108 -3.136
H 3.280 5.184 -2.422
H 2.982 6.311 -3.780
H 2.448 3.606 -6.118
H 1.706 4.572 -4.837
H 2.691 1.684 -4.596
H 0.999 2.146 -4.763
H 1.291 3.550 -2.638
H 2.866 2.784 -2.443
H 1.086 -1.595 -3.722
H 2.169 -2.390 -5.805
H 4.518 -1.772 -6.280
H 5.789 -0.383 -4.677
H 4.722 0.407 -2.601
H 2.835 2.550 -0.136
H 4.611 2.872 1.544
H 6.056 0.978 2.204
H 5.739 -1.249 1.159
H 3.971 -1.566 -0.546
H -1.156 -0.296 -4.009
H -2.087 0.185 -6.255
H -2.664 2.512 -6.871
H -2.342 4.346 -5.246
H -1.440 3.869 -2.996
H -3.065 2.028 -1.030
H -4.018 3.506 0.713
H -2.519 4.953 2.057
H -0.080 4.918 1.659
H 0.878 3.423 -0.060
S 0.511 -2.642 0.630
C 0.863 -2.128 2.228
N 1.978 -1.593 2.623
C 2.063 -1.086 3.996
C 0.905 -1.724 4.771
S -0.265 -2.335 3.512
H 2.635 -1.269 1.933
H 1.980 -0.003 3.980
H 3.022 -1.363 4.428
H 0.393 -0.999 5.398
H 1.219 -2.571 5.372
*
```

For the lowest unoccupied orbital energy, the calculation gives -3.9 eV. Its energy above the lowest of the compared OMol25 structures with the same formula, charge and spin is 0.709 eV. Its HOMO-LUMO gap is 6.86 eV. The calculation puts the HOMO energy at -10.8 eV.

=====

Entry 2:
Density functional theory data (ωB97M-V with the def2-TZVPD basis set) for a 4-piece molecular cluster, C8H12N4 overall in a non-equilibrium geometry.

ORCA input file:
```
! wB97M-V def2-TZVPD RIJCOSX def2/J DEFGRID3
* xyz 0 1
C 7.688 -9.945 -14.644
C 8.473 -11.156 -14.729
N 9.113 -12.106 -14.803
H 8.176 -9.038 -14.991
H 7.336 -9.842 -13.618
H 6.821 -10.027 -15.304
C 10.978 -14.008 -13.161
C 10.482 -13.313 -11.986
N 10.093 -12.751 -11.062
H 11.694 -14.776 -12.851
H 11.575 -13.492 -13.912
H 10.176 -14.465 -13.737
C 7.241 -13.067 -12.054
C 6.080 -12.984 -12.973
N 5.172 -12.910 -13.670
H 7.752 -13.950 -12.431
H 6.817 -13.323 -11.083
H 7.793 -12.144 -11.973
C 1.774 -13.617 -14.257
C 1.666 -15.015 -14.636
N 1.636 -16.125 -14.924
H 2.266 -13.023 -15.028
H 2.362 -13.488 -13.353
H 0.765 -13.208 -14.193
*
```

For the lowest unoccupied orbital energy, the calculation gives 0.5 eV. Its energy above the lowest of the compared OMol25 structures with the same formula, charge and spin is 2.015 eV. Its HOMO-LUMO gap is 11.91 eV. The calculation puts the HOMO energy at -11.4 eV.

=====

Entry 3:
Density functional theory data (ωB97M-V with the def2-TZVPD basis set) for a 5-piece molecular cluster, C38H90ClNO19P5S overall in a non-equilibrium geometry.

ORCA input file:
```
! wB97M-V def2-TZVPD RIJCOSX def2/J DEFGRID3
* xyz 1 1
C 3.758 3.265 2.559
C 3.693 3.715 1.064
C 3.366 2.465 0.198
C 1.838 2.184 0.210
C 1.443 0.868 -0.510
C 0.221 0.036 0.076
N 0.741 -1.205 0.751
Cl 0.498 -0.851 2.505
C 0.108 -2.574 0.612
C -1.169 -2.658 -0.248
C -2.453 -1.967 0.291
C -3.408 -1.850 -0.949
C -4.924 -1.830 -0.600
C -5.676 -0.488 -0.857
C -4.831 0.789 -0.725
C -5.763 1.997 -1.060
C -4.933 3.283 -1.321
C -4.153 3.619 -0.018
C -2.652 3.181 -0.061
C -1.698 4.248 0.538
O -1.052 3.653 1.670
C -0.500 4.629 2.537
C 2.233 -1.052 0.629
S 3.302 -2.429 1.149
C 4.834 -1.626 1.768
O 3.646 -3.341 0.086
O 2.701 -3.209 2.242
C 2.547 -0.261 -0.651
P 2.085 -0.982 -2.332
C 3.099 -2.481 -2.766
C 3.244 -2.575 -4.316
C 2.661 0.359 -3.510
C 4.186 0.652 -3.396
H 3.166 3.974 3.153
H 4.788 3.282 2.934
H 3.335 2.263 2.719
H 2.893 4.447 0.896
H 4.678 4.078 0.745
H 3.867 1.598 0.670
H 3.754 2.511 -0.830
H 1.433 2.281 1.224
H 1.391 3.003 -0.374
H 1.027 1.176 -1.477
H -0.116 0.694 0.889
H -0.655 0.012 -0.574
H -0.158 -2.921 1.613
H 0.805 -3.339 0.239
H -0.930 -2.357 -1.280
H -1.411 -3.732 -0.306
H -2.993 -2.584 1.021
H -2.301 -0.951 0.685
H -3.231 -2.783 -1.514
H -3.068 -1.037 -1.602
H -5.071 -2.129 0.447
H -5.409 -2.593 -1.228
H -6.456 -0.417 -0.077
H -6.233 -0.510 -1.805
H -4.428 0.913 0.289
H -4.036 0.840 -1.487
H -6.394 2.209 -0.183
H -6.425 1.775 -1.907
H -5.614 4.104 -1.588
H -4.247 3.135 -2.168
H -4.169 4.694 0.220
H -4.640 3.111 0.827
H -2.356 3.017 -1.106
H -2.551 2.273 0.548
H -2.260 5.119 0.909
H -0.932 4.527 -0.206
H -0.203 5.552 2.007
H -1.269 4.909 3.276
H 0.406 4.264 3.040
H 2.445 -0.303 1.411
H 4.532 -1.101 2.683
H 5.051 -0.848 1.018
H 5.649 -2.338 1.902
H 3.589 0.056 -0.765
H 4.075 -2.532 -2.270
H 2.489 -3.352 -2.489
H 3.927 -1.816 -4.712
H 2.259 -2.432 -4.783
H 3.613 -3.560 -4.624
H 2.387 0.089 -4.533
H 2.166 1.295 -3.212
H 4.816 -0.207 -3.655
H 4.433 1.456 -4.105
H 4.491 1.018 -2.408
C 4.231 -2.637 5.335
O 4.263 -1.469 6.176
P 5.087 -1.626 7.655
O 3.887 -1.724 8.546
O 5.658 -0.094 7.535
C 6.057 0.451 6.279
O 6.281 -2.071 8.730
C 6.294 -1.398 9.988
H 3.681 -2.413 4.432
H 5.246 -2.930 5.060
H 3.740 -3.463 5.855
H 5.228 1.014 5.848
H 6.368 -0.323 5.577
H 6.891 1.130 6.444
H 5.544 -1.833 10.648
H 6.122 -0.329 9.879
H 7.280 -1.551 10.425
C 7.002 5.723 -3.296
O 7.757 4.580 -2.851
P 7.959 3.325 -3.977
O 6.961 2.365 -3.395
O 9.477 3.063 -3.425
C 10.325 4.150 -3.040
O 8.293 2.543 -5.412
C 8.622 1.160 -5.328
H 6.948 6.437 -2.477
H 7.487 6.199 -4.148
H 5.987 5.423 -3.572
H 10.252 4.303 -1.964
H 10.066 5.075 -3.552
H 11.353 3.890 -3.286
H 7.713 0.567 -5.225
H 9.300 0.953 -4.501
H 9.115 0.888 -6.260
C -8.257 -6.061 5.161
O -7.529 -5.550 4.027
P -6.206 -4.549 4.372
O -6.839 -3.236 4.027
O -5.356 -5.182 3.121
C -5.444 -6.573 2.799
O -4.823 -4.003 5.135
C -4.070 -3.020 4.443
H -9.076 -6.675 4.793
H -7.612 -6.674 5.791
H -8.670 -5.237 5.748
H -6.187 -6.717 2.015
H -5.713 -7.178 3.663
H -4.475 -6.904 2.426
H -4.528 -2.040 4.579
H -3.981 -3.249 3.381
H -3.070 -2.999 4.877
C -7.422 -2.464 -5.195
O -7.974 -1.161 -4.939
P -7.728 0.017 -6.148
O -6.655 0.767 -5.404
O -9.220 0.622 -5.832
C -10.333 -0.241 -5.587
O -7.668 0.905 -7.569
C -7.696 2.324 -7.443
H -7.646 -3.104 -4.344
H -7.862 -2.902 -6.092
H -6.336 -2.399 -5.312
H -10.457 -0.378 -4.513
H -10.210 -1.215 -6.060
H -11.231 0.230 -5.984
H -6.705 2.693 -7.179
H -8.427 2.652 -6.706
H -7.975 2.728 -8.416
*
```

For the lowest unoccupied orbital energy, the calculation gives -4.1 eV. Its energy above the lowest of the compared OMol25 structures with the same formula, charge and spin is 0.000 eV. Its HOMO-LUMO gap is 6.64 eV. The calculation puts the HOMO energy at -10.7 eV.

=====

Entry 4:
Density functional theory data (ωB97M-V with the def2-TZVPD basis set) for an isolated ion of composition C26H36ClN2O2 and charge +1 in a non-equilibrium geometry.

ORCA input file:
```
! wB97M-V def2-TZVPD RIJCOSX def2/J DEFGRID3
* xyz 1 1
C 0.014 -1.271 -1.262
C -1.408 -1.109 -1.801
C -1.673 0.342 -2.200
C -2.449 -1.682 -0.813
C -3.699 -2.166 -1.559
C -4.692 -2.844 -0.621
C -5.132 -1.892 0.489
C -6.097 -2.575 1.453
C -3.895 -1.391 1.235
C -2.914 -0.715 0.279
O -1.783 -0.262 1.073
C -1.718 1.006 1.394
O -2.444 1.892 1.037
C -0.491 1.271 2.305
N 0.730 1.092 1.563
C 1.616 0.069 1.748
C 2.621 0.211 0.833
C 3.797 -0.632 0.645
C 5.080 -0.092 0.556
C 6.178 -0.917 0.407
C 6.004 -2.294 0.344
Cl 7.368 -3.320 0.153
C 4.731 -2.844 0.442
C 3.638 -2.017 0.596
N 2.305 1.323 0.089
C 1.157 1.843 0.540
C 0.529 3.072 0.007
C 1.451 4.295 0.159
C 2.569 4.354 -0.879
C 3.607 3.239 -0.755
C 3.037 1.848 -1.041
H 0.736 -0.844 -1.957
H 0.120 -0.783 -0.298
H 0.252 -2.325 -1.137
H -1.478 -1.712 -2.712
H -1.539 1.024 -1.362
H -2.685 0.460 -2.579
H -0.987 0.636 -2.991
H -1.993 -2.546 -0.316
H -3.398 -2.870 -2.337
H -4.183 -1.317 -2.047
H -5.562 -3.173 -1.190
H -4.230 -3.728 -0.177
H -5.637 -1.032 0.036
H -6.980 -2.919 0.922
H -6.414 -1.887 2.233
H -5.624 -3.435 1.923
H -3.394 -2.231 1.722
H -4.189 -0.676 2.007
H -3.385 0.168 -0.164
H -0.503 0.563 3.134
H -0.565 2.291 2.689
H 1.490 -0.667 2.514
H 5.231 0.974 0.639
H 7.169 -0.497 0.347
H 4.604 -3.914 0.398
H 2.648 -2.440 0.664
H -0.415 3.253 0.520
H 0.301 2.932 -1.054
H 0.835 5.188 0.047
H 1.875 4.312 1.165
H 3.082 5.310 -0.773
H 2.134 4.330 -1.880
H 4.405 3.429 -1.473
H 4.048 3.253 0.244
H 3.834 1.141 -1.272
H 2.360 1.899 -1.900
*
```

For the lowest unoccupied orbital energy, the calculation gives -2.3 eV. Its energy above the lowest of the compared OMol25 structures with the same formula, charge and spin is 0.020 eV. Its HOMO-LUMO gap is 9.49 eV. The calculation puts the HOMO energy at -11.7 eV.

=====

Entry 5:
Density functional theory data (ωB97M-V with the def2-TZVPD basis set) for C26H22N2O7 as an isolated structure in a non-equilibrium geometry.

ORCA input file:
```
! wB97M-V def2-TZVPD RIJCOSX def2/J DEFGRID3
* xyz 0 1
C -7.315 -2.378 0.868
C -7.609 -1.105 0.056
H -8.640 -0.748 0.266
H -7.619 -1.247 -1.054
O -6.995 -0.150 0.347
C -5.778 0.076 0.195
C -5.140 -0.741 -0.632
C -3.742 -0.355 -1.201
C -3.079 0.668 -0.528
C -3.672 1.399 0.474
C -5.093 1.405 0.792
H -5.667 1.901 1.394
H -3.167 2.051 0.897
C -1.595 1.005 -0.681
C -0.662 -0.048 -0.882
C -0.851 -1.463 -0.246
O -1.741 -2.244 -0.107
C 0.605 -2.028 -0.191
O 1.064 -2.989 -0.025
N 1.457 -0.914 -0.515
C 2.843 -1.013 -0.642
C 3.394 -1.707 0.562
C 4.884 -1.714 0.573
C 5.613 -1.003 -0.154
C 5.049 -0.089 -1.533
C 3.763 -0.215 -1.414
H 3.239 0.194 -2.167
H 5.705 0.496 -1.978
O 6.957 -1.032 -0.189
C 7.755 -1.817 0.720
H 7.461 -1.385 1.621
H 8.747 -1.602 0.361
H 7.560 -2.805 0.524
H 5.310 -2.582 1.252
H 2.882 -2.472 1.073
C 0.847 0.451 -1.021
C 1.408 1.502 -0.598
C 1.624 2.619 -0.971
C 2.204 3.789 -0.731
C 2.513 3.936 0.671
C 2.488 2.647 1.561
C 1.633 1.660 1.149
N 1.431 0.497 1.903
O 0.450 -0.233 1.803
O 2.251 0.453 2.674
H 2.866 2.673 2.424
H 3.195 4.582 1.004
H 2.516 4.439 -1.365
H 1.361 2.647 -2.380
H 0.777 0.430 -2.101
O -1.251 2.263 -0.976
H -2.040 2.813 -0.891
H -3.032 -0.917 -1.917
H -5.484 -1.495 -1.223
H -7.873 -3.267 0.559
H -7.459 -2.156 2.064
H -6.347 -2.686 0.528
*
```

For the lowest unoccupied orbital energy, the calculation gives -0.8 eV. Its energy above the lowest of the compared OMol25 structures with the same formula, charge and spin is 22.704 eV. Its HOMO-LUMO gap is 6.40 eV. The calculation puts the HOMO energy at -7.2 eV.

=====

Entry 6:
Density functional theory data (ωB97M-V with the def2-TZVPD basis set) for C3H5BN2 in the gas phase in a non-equilibrium geometry.

ORCA input file:
```
! wB97M-V def2-TZVPD RIJCOSX def2/J DEFGRID3
* xyz 0 1
H -2.898 -1.303 0.012
B -2.163 -0.425 0.021
N -1.501 0.604 0.175
C -0.635 1.606 -0.152
N 0.595 1.727 0.041
C 1.372 0.611 0.224
C 1.018 -0.662 -0.150
H -1.206 2.413 -0.473
H 2.431 0.918 0.674
H 1.838 -1.387 -0.288
H 0.045 -0.851 -0.604
*
```

For the lowest unoccupied orbital energy, the calculation gives 0.2 eV. Its energy above the lowest of the compared OMol25 structures with the same formula, charge and spin is 1.528 eV. Its HOMO-LUMO gap is 8.98 eV. The calculation puts the HOMO energy at -8.7 eV.

=====

Entry 7:
Density functional theory data (ωB97M-V with the def2-TZVPD basis set) for C4H6O2 as an isolated structure.

ORCA input file:
```
! wB97M-V def2-TZVPD RIJCOSX def2/J DEFGRID3
* xyz 0 1
C 1.675 0.805 0.301
O 1.455 -0.581 0.676
C 0.194 -0.559 0.282
C 0.136 0.951 0.244
O -2.494 -0.380 -0.547
C -1.784 -1.362 -0.633
H 2.219 0.762 -0.645
H 2.224 1.378 1.042
H -0.443 1.467 -0.526
H -0.237 1.274 1.228
H -1.678 -2.119 0.159
H -1.266 -1.636 -1.578
*
```

For the lowest unoccupied orbital energy, the calculation gives 0.4 eV. Its energy above the lowest of the compared OMol25 structures with the same formula, charge and spin is 5.001 eV. Its HOMO-LUMO gap is 9.34 eV. The calculation puts the HOMO energy at -8.9 eV.

=====

Entry 8:
Density functional theory data (ωB97M-V with the def2-TZVPD basis set) for a 7-piece molecular cluster, C12H40BO11 overall in a non-equilibrium geometry.

ORCA input file:
```
! wB97M-V def2-TZVPD RIJCOSX def2/J DEFGRID3
* xyz 0 2
B 0.117 0.772 0.094
H 0.261 1.469 -0.717
H -0.736 0.151 -0.134
H 1.031 0.198 0.109
H -0.046 1.365 0.980
C 0.416 -4.167 0.566
C 0.976 -2.768 0.997
O 0.014 -1.852 1.355
H -0.390 -4.141 -0.167
H 0.130 -4.802 1.404
H 1.198 -4.763 0.094
H 1.544 -2.352 0.165
H 1.684 -2.898 1.815
H 0.205 -1.092 0.801
C -1.147 -2.315 -3.560
C -0.358 -1.519 -2.514
O -0.607 -0.135 -2.675
O -0.387 -2.269 -4.762
H -2.183 -2.017 -3.725
H -1.208 -3.319 -3.140
H 0.688 -1.823 -2.470
H -0.738 -1.847 -1.546
H -0.504 0.318 -1.835
H -0.201 -1.372 -5.051
C 2.906 0.204 -2.872
C 4.430 0.257 -3.300
O 4.650 0.497 -4.658
O 2.513 1.483 -2.334
H 2.793 -0.512 -2.058
H 2.285 -0.036 -3.735
H 4.966 -0.686 -3.201
H 4.911 0.987 -2.649
H 5.587 0.701 -4.710
H 1.823 1.287 -1.696
C 2.740 1.927 2.442
C 2.114 3.218 1.963
O 1.710 3.157 0.569
O 1.777 0.938 2.634
H 3.140 2.030 3.451
H 3.526 1.619 1.753
H 2.809 4.022 2.202
H 1.262 3.380 2.623
H 1.169 2.386 0.384
H 1.226 0.830 1.855
C -3.570 1.690 0.214
C -4.058 3.140 -0.142
O -3.064 3.954 -0.699
O -2.542 1.773 1.168
H -3.268 1.308 -0.762
H -4.377 1.050 0.571
H -4.368 3.620 0.786
H -4.939 3.057 -0.779
H -2.354 4.182 -0.094
H -1.744 1.626 0.655
C -2.778 -1.729 3.018
C -2.294 -0.351 3.545
O -1.905 -0.498 4.910
O -1.776 -2.728 3.002
H -3.176 -1.631 2.007
H -3.632 -2.117 3.573
H -3.083 0.399 3.485
H -1.438 -0.055 2.939
H -2.680 -0.783 5.400
H -1.051 -2.421 2.453
*
```

For the lowest unoccupied orbital energy (spin up / spin down), the calculation gives -0.5 / -6.5 eV. Its HOMO-LUMO gap (spin up / spin down) is 8.66 / 2.69 eV. The calculation puts the HOMO energy (spin up / spin down) at -9.2 / -9.2 eV.

=====

Asked for E across the records above, the calculation gives -4609.74601, -531.01070, -5550.76469, -1732.38478, -1639.29805, -251.60266, -306.32252, -1333.31428 Ha in order.